Entry 1:
Computed, not measured: C20H40NOP3RuS as an isolated structure, with wB97M-V/def2-TZVPD.

XYZ file:
```
67
Properties=species:S:1:pos:R:3:forces:R:3
Ru 0.26969 -0.00603 1.55303 -1.0921 1.5156 0.9371
P 1.92259 0.98497 2.78613 4.0239 1.5879 2.8380
P -0.67161 1.71807 0.34653 -1.7123 3.5949 -2.7485
P 1.65109 -0.52073 -0.23267 2.8930 -1.2111 -3.3822
H -1.52751 -2.22523 1.55303 0.0824 0.7149 0.1419
C -0.50601 -2.01893 1.22783 1.1770 -2.8138 1.8631
C 0.55689 -2.04323 2.22253 -1.5628 -2.6326 -1.8459
H 0.29989 -2.25133 3.25743 -0.2026 0.7346 0.0662
C 1.68499 1.39057 4.58133 -0.7107 -0.2398 -0.1489
C 2.73549 2.58557 2.30413 -0.6721 -0.0856 -0.6983
C 3.44159 -0.05883 2.99783 -0.4787 -0.3566 -0.4809
C -2.04351 1.35477 -0.85927 0.1993 -0.7075 0.2925
C -1.47811 3.15117 1.21583 0.1485 -0.3716 0.6082
C 0.36119 2.77627 -0.78287 0.2901 -0.5046 0.2321
C 2.56519 -2.13013 -0.20797 -0.2183 0.1508 0.1205
C 3.07499 0.54937 -0.74357 -0.1774 0.1349 0.2139
C 0.82619 -0.73423 -1.87557 -0.1500 0.1028 0.1669
H -0.32061 -2.47733 0.25443 0.2591 0.5504 0.0291
H 1.50629 -2.50303 1.96213 -0.0521 0.4462 -0.1211
H 1.27439 0.52057 5.10223 0.2208 0.3114 0.0173
H 0.98509 2.22307 4.68543 -0.0135 -0.0953 0.0421
H 2.63639 1.67007 5.04963 -0.1066 -0.0972 -0.3605
H 1.98519 3.38247 2.32603 0.1391 -0.0142 0.0268
H 3.12349 2.51457 1.28523 0.0304 0.0650 0.1130
H 3.55739 2.85167 2.98113 -0.2963 -0.3412 -0.0230
H 3.14659 -1.00233 3.46573 0.1384 0.0720 0.0260
H 4.19899 0.43657 3.61763 -0.3444 0.0306 -0.1316
H 3.87889 -0.29263 2.02383 0.0208 0.0084 0.1467
H -2.40331 2.26087 -1.36297 0.2652 -0.0898 0.3013
H -2.87461 0.88117 -0.33157 -0.0281 0.0528 -0.1179
H -1.68511 0.64447 -1.60827 -0.0939 0.0724 0.0357
H -1.84101 3.89057 0.49263 0.2075 -0.2824 -0.0112
H -0.74611 3.62747 1.87543 -0.1374 0.0101 -0.0428
H -2.32221 2.81987 1.82433 0.1834 0.1854 -0.0571
H -0.24801 3.56867 -1.23267 0.0144 -0.2293 0.2352
H 0.79869 2.18167 -1.58767 -0.0369 0.1328 0.0865
H 1.17329 3.23287 -0.21027 -0.0701 0.0291 -0.1061
H 3.12519 -2.24593 -1.14197 -0.0862 0.0397 0.1784
H 1.86589 -2.96373 -0.10627 0.1403 0.0085 -0.0670
H 3.26149 -2.15733 0.63393 -0.0129 -0.0260 -0.1198
H 3.52649 0.17237 -1.66817 -0.1285 0.0039 0.1782
H 3.83469 0.54447 0.04263 -0.0511 -0.0043 -0.1437
H 2.75159 1.57927 -0.89827 0.1199 -0.0889 -0.0288
H 1.52819 -1.11383 -2.62667 -0.0445 0.0544 0.2038
H 0.41769 0.21627 -2.22487 0.0508 -0.0947 -0.0263
H -0.00131 -1.43893 -1.75937 0.0273 0.0042 -0.0894
C -2.34791 -0.88293 -5.57987 0.5163 2.9146 -0.0102
C -3.46541 -1.41723 -6.22797 -1.3576 -1.3928 -0.7225
C -3.66871 -2.79723 -6.23057 -0.6662 1.7311 -0.5710
C -2.76601 -3.64683 -5.59187 0.0067 -0.3437 0.0165
C -1.65271 -3.10173 -4.94737 1.1117 1.3894 0.5906
C -1.43741 -1.72613 -4.93687 0.8284 -1.7858 0.7067
O -2.09261 0.46777 -5.54237 -0.6122 -2.9140 -0.0316
H -2.79791 0.92997 -6.02327 0.0355 0.2457 -0.0796
H -4.17181 -0.75643 -6.72757 0.0893 -0.1491 0.0482
H -4.53911 -3.20563 -6.73617 0.1348 0.0838 0.0633
H -2.92691 -4.72023 -5.59567 0.0166 0.1045 -0.0152
H -0.94251 -3.75353 -4.44627 -0.1097 0.0990 -0.1203
H -0.57591 -1.29193 -4.43927 -0.0958 -0.0700 -0.1194
S -3.45661 0.46727 4.26373 -1.3029 0.3138 -0.2377
C -2.22251 -0.15573 5.20263 1.5988 -0.3827 -0.8449
C -1.09601 -0.27843 4.40423 -1.4211 0.2844 1.0079
N -1.22501 0.17107 3.12163 -2.6041 -0.1645 0.9757
C -2.50311 0.54987 2.88483 1.4295 -0.6360 1.3687
H -2.30301 -0.46453 6.23603 -0.2122 0.1651 -0.1055
H -0.21591 -0.74953 4.78343 0.4942 0.0282 -0.1550
H -2.88931 0.81577 1.92123 -0.0322 0.1515 -0.1139
```
Forces are in eV/Å.

Calculated values
- ⟨S²⟩ = 8.7834
- LUMO level (spin up / spin down) (eV) = -7.403 / -11.743
- net charge = +3
- frontier orbital gap (spin up / spin down) (eV) = 6.256 / 5.600
- energy relative to the best compared isomer or geometry (same formula, charge and spin) (kcal per mole) = 0.0
- multiplicity = 6



Entry 2:
Computed, not measured: a 4-piece molecular cluster, C35H58N3O9 overall, with wB97M-V/def2-TZVPD.

XYZ file:
```
105
Properties=species:S:1:pos:R:3:forces:R:3
C -1.63977 -0.21472 -5.63215 0.1947 0.7033 0.2464
C -2.94276 0.56856 -5.41350 0.3825 -0.2946 0.2263
C -3.49892 0.43477 -3.97963 0.2939 0.7216 -0.7633
C -2.66685 1.35463 -3.08552 -0.5667 -0.1559 -0.0709
N -2.87200 1.06351 -1.63358 0.7497 -0.5612 -0.6218
N -1.65630 1.08202 -0.92874 -1.6259 0.8928 -0.1546
C -0.99802 2.16957 -0.81800 0.5421 -0.8723 1.1902
C 0.29271 1.85758 -0.10693 1.5423 -0.1165 -1.8100
O 0.94422 2.81949 0.64817 -0.9186 -0.0107 0.2792
C 0.07472 3.60459 1.46194 0.4623 0.7101 0.2369
C 0.96358 4.49105 2.34222 0.0292 -0.8193 -0.2797
C 0.15047 5.30402 3.33513 0.5309 0.1881 -0.4210
O 1.92022 3.65563 2.99151 -0.3038 0.1541 0.2171
C 0.08747 0.46426 0.49655 0.2237 0.6692 0.8077
C 1.37737 -0.32747 0.71187 0.2992 0.1767 -0.7798
C 2.23235 -0.62086 -0.52680 0.3758 -0.4706 0.2063
C 3.43839 -1.52038 -0.16739 -0.4704 0.6717 -0.1941
C 4.33170 -0.94794 0.93104 -0.7954 0.0467 0.3672
O 3.90853 -1.37747 2.23401 0.0417 -0.3010 -0.0498
C -1.07346 -0.12669 -0.30094 -0.0051 -1.7935 0.5485
N -0.74086 -1.00786 -1.42371 0.2066 0.4586 -0.1700
C -2.04839 -0.89428 0.63215 -0.8071 0.9613 0.1711
C -2.67764 -0.04274 1.71148 0.0590 -0.5619 -0.8274
C -3.80546 0.70389 1.45440 0.0314 -0.2654 -0.8333
C -4.33494 1.49391 2.43247 -0.9430 0.4949 -0.6179
C -3.77512 1.56363 3.68262 -0.8905 0.7945 1.0589
C -4.39144 2.48284 4.70382 0.6276 0.3843 -0.5408
C -2.67607 0.79992 3.95916 0.1927 0.2102 0.4881
C -2.15429 0.01552 2.96916 1.6761 -0.8652 0.6310
H -1.43902 -0.34539 -6.69151 -0.0529 -0.2357 -0.0493
H -1.61284 -1.16703 -5.10368 -0.1677 -0.1590 -0.2012
H -0.79958 0.37334 -5.25319 0.0811 -0.1354 0.0389
H -3.68150 0.26897 -6.15317 -0.1523 0.0008 0.1019
H -2.72180 1.62836 -5.56554 -0.2051 0.0167 -0.2852
H -3.42022 -0.60888 -3.66706 -0.2525 -0.0187 0.1325
H -4.52523 0.79500 -4.02401 -0.2002 -0.3849 0.4232
H -1.62650 1.23026 -3.38617 0.1847 0.0921 0.3971
H -2.98985 2.37966 -3.25576 0.1974 0.0934 -0.1068
H -3.25952 0.12675 -1.57544 0.0850 0.0202 0.3329
H -1.37361 3.10104 -1.21158 0.0338 0.0441 -0.1201
H 0.99232 1.69613 -0.95017 -0.1423 0.0987 -0.0706
H -0.58889 3.00770 2.10037 -0.0018 -0.2081 -0.1774
H -0.50097 4.27460 0.81131 -0.3005 -0.1261 0.0995
H 1.53339 5.11328 1.65157 0.1181 0.1736 0.2005
H 0.83881 5.65183 4.10331 -0.1089 0.0045 0.1626
H -0.64337 4.70093 3.77575 -0.0749 0.1056 0.0911
H -0.24594 6.19563 2.85149 -0.3131 -0.0726 0.0595
H 1.50165 3.34313 3.80316 0.1969 -0.0501 0.0257
H -0.23713 0.69275 1.51790 -0.5548 -0.2435 -0.1610
H 1.20533 -1.24582 1.27662 -0.2526 -0.0598 -0.0481
H 1.98967 0.29807 1.36421 -0.1097 0.0777 0.1409
H 2.58630 0.30549 -0.98371 0.0734 0.0628 0.0503
H 1.69301 -1.15572 -1.30647 -0.1893 0.1604 0.0118
H 4.00775 -1.64209 -1.08868 0.1189 -0.2461 0.0444
H 3.00332 -2.46869 0.15180 0.4370 -0.2497 0.0339
H 4.24156 0.14184 0.91155 0.5357 0.0530 -0.2662
H 5.36272 -1.27018 0.81231 0.0842 0.1225 -0.0398
H 3.44268 -0.66613 2.67733 0.0907 0.0506 -0.0026
H -0.27318 -1.84531 -1.09510 0.1439 0.1286 0.0981
H -1.61360 -1.33813 -1.82625 0.0495 -0.0574 -0.0698
H -1.51946 -1.73300 1.08248 0.3376 0.0625 -0.1336
H -2.84613 -1.34242 0.03111 0.0196 -0.0147 -0.0957
H -4.24442 0.64687 0.46748 -0.2585 0.1434 0.0423
H -5.22263 2.07204 2.20327 -0.0265 0.0501 0.1149
H -3.97054 3.47794 4.51798 -0.1291 0.0853 0.0826
H -5.46460 2.55589 4.55111 0.0752 -0.0604 0.3389
H -4.11685 2.22405 5.72160 -0.3141 -0.1809 0.0610
H -2.23636 0.85178 4.94429 0.1099 -0.1732 0.0657
H -1.26481 -0.57050 3.19302 -0.0748 -0.0763 0.0101
O -6.57143 1.25637 6.73535 0.1582 0.1823 -0.2326
C -7.56983 1.65785 6.21715 -0.1387 -0.1125 0.4060
O -7.59611 2.72401 5.36374 -0.1407 -0.2677 0.1132
C -8.96035 3.01355 4.99738 -0.1644 0.1151 -0.1074
C -9.72909 1.72504 5.23825 -0.0917 -0.1191 0.0736
C -8.97276 1.12056 6.41636 -0.1576 0.0890 -0.5419
H -9.31852 3.83209 5.62455 0.0260 -0.0055 0.0156
H -8.98968 3.32730 3.95634 0.1743 0.0650 0.0243
H -10.78836 1.88724 5.42639 0.0247 0.0744 0.0061
H -9.63873 1.07113 4.36923 -0.0082 0.0233 -0.0067
H -9.35031 1.47872 7.37490 0.0559 -0.0691 0.0520
H -8.97399 0.03478 6.39463 0.1041 -0.0040 0.2592
O 5.82541 0.04878 -2.68888 -0.1609 -0.2313 -0.2001
C 6.72790 -0.72393 -2.52039 -0.0271 0.2940 0.4282
O 6.80750 -1.92503 -3.12827 -0.0660 0.0804 -0.0449
C 7.95050 -2.65832 -2.62964 0.3138 0.0017 0.1305
C 8.88631 -1.59681 -2.07228 0.0314 0.1157 0.0776
C 7.90558 -0.53445 -1.58280 0.4092 -0.2751 -0.3779
H 7.60675 -3.35560 -1.86784 -0.0298 -0.0100 -0.0281
H 8.39660 -3.22349 -3.44191 -0.1979 -0.0254 -0.0788
H 9.55258 -1.97672 -1.30068 -0.0524 -0.0668 -0.0022
H 9.50143 -1.18523 -2.87419 0.0009 -0.0177 0.0053
H 7.57396 -0.72394 -0.56048 -0.0406 0.0970 0.0081
H 8.30804 0.47088 -1.66827 -0.2209 0.0981 0.1577
O 7.31317 -5.57191 -2.89597 0.0786 -0.2294 -0.0679
C 6.55301 -5.88605 -3.76549 -0.0431 0.3195 0.1264
O 6.93701 -6.56851 -4.86753 -0.0221 -0.0151 0.0574
C 5.83140 -6.70167 -5.77775 -0.1605 -0.0591 -0.1407
C 4.58644 -6.53316 -4.91914 -0.1284 0.0815 0.0740
C 5.07333 -5.56447 -3.84424 -0.1683 -0.4595 -0.2360
H 5.91790 -5.92629 -6.54174 0.0092 0.0206 0.0258
H 5.88029 -7.67537 -6.25887 0.1837 -0.0018 0.0446
H 3.72327 -6.17942 -5.47987 0.0576 0.0197 -0.0545
H 4.32107 -7.48696 -4.46053 0.0124 -0.0072 -0.0300
H 4.95897 -4.52188 -4.14682 0.0438 0.0384 0.1005
H 4.59138 -5.73213 -2.88504 0.1099 0.2162 0.0905
```
Forces are in eV/Å.

Calculated values
- LUMO level (eV) = -3.264
- net charge = +1
- frontier orbital gap (eV) = 8.164



Entry 3:
Computed, not measured: C15H19BCdF6N7O4S2 as an isolated structure, with wB97M-V/def2-TZVPD.

XYZ file:
```
55
Properties=species:S:1:pos:R:3:forces:R:3
Cd 0.48175 0.09194 0.14405 -0.5543 0.4937 -0.5412
C 3.88777 0.30739 -2.84023 -0.0277 -0.0248 0.0336
C 3.16046 -0.36801 -1.84836 0.0701 0.0765 -0.0482
N 2.28343 0.44761 -1.28105 0.2282 0.0777 -0.1807
N 2.41590 1.65259 -1.88253 -0.1644 0.0410 0.0666
C 3.37225 1.58787 -2.82590 0.0260 -0.0416 0.0338
B 1.42444 2.82088 -1.61880 -0.1554 -0.1292 0.0706
N 0.00697 2.38344 -2.10731 0.2764 -0.0883 0.0651
C -0.82729 3.02744 -2.94106 -0.0007 -0.0018 -0.0006
C -1.94697 2.24122 -3.12824 -0.0107 -0.0456 0.0450
C -1.70144 1.10255 -2.34562 0.0561 0.0745 -0.0405
N -0.52570 1.19577 -1.73713 -0.1600 0.2978 -0.1751
N 1.35969 3.16271 -0.10556 -0.0405 -0.1231 -0.1286
C 1.58310 4.33810 0.50590 0.0005 0.0036 0.0258
C 1.32152 4.18581 1.85380 -0.0187 -0.0412 0.0136
C 0.92803 2.84542 1.98153 0.0891 0.0318 -0.0632
N 0.95331 2.24650 0.79839 0.1120 0.3396 0.0542
H 4.66933 -0.08290 -3.47136 -0.0461 0.0303 0.0454
H 3.22912 -1.39636 -1.52696 -0.0288 0.0560 0.0161
H 3.62198 2.45439 -3.41861 -0.0537 -0.0379 0.0559
H 1.77988 3.79636 -2.23418 -0.0331 -0.0672 0.0500
H -0.56582 3.99611 -3.34138 -0.0008 -0.1029 0.0372
H -2.81477 2.45554 -3.73068 0.0737 -0.0078 0.0211
H -2.31421 0.22563 -2.20664 0.0257 0.0437 0.0639
H 1.90846 5.19799 -0.05836 -0.0133 -0.0574 0.0086
H 1.40020 4.92860 2.63072 0.0071 -0.0398 -0.0592
H 0.64979 2.27938 2.85736 -0.0213 0.0017 -0.0533
F -1.37654 -2.02835 5.07296 -0.0715 -0.0395 0.0227
C -0.22374 -1.75629 4.40280 -0.0683 0.0872 -0.0390
F 0.33585 -0.70139 5.03586 -0.0343 0.0260 -0.0150
F 0.58032 -2.80263 4.60911 0.0399 -0.0103 -0.0382
S -0.79268 -1.25051 2.59213 1.0419 -0.8136 0.4299
O -1.60038 -0.59528 0.81193 0.1247 0.1445 -0.2032
O 0.39771 -0.33764 2.32808 -0.5730 -0.0659 0.4090
N -0.40244 -2.77318 2.00734 0.0100 0.4347 -0.1760
S 0.62314 -3.01514 0.88109 0.2115 -0.1090 0.0260
O 0.75071 -4.40964 0.56493 -0.4365 -0.0029 0.0479
O 0.57949 -2.12564 -0.29670 0.0270 -0.4989 0.3688
C 2.35421 -2.64649 1.50204 -0.1868 -0.1326 -0.3069
F 2.74824 -1.39622 1.22999 0.0764 0.1690 0.0393
F 3.20486 -3.46438 0.86170 0.1382 0.0476 0.0769
F 2.46579 -2.85295 2.80237 0.1655 -0.0452 0.1773
C -3.14717 -3.81123 0.30501 -0.0676 0.0030 0.0543
C -3.30418 -2.42969 0.93496 -0.0517 0.0072 -0.0459
C -4.78020 -2.05295 1.06265 -0.0090 -0.0853 0.0586
C -2.54195 -1.36088 0.11274 0.1835 0.2152 0.0063
H -3.66011 -4.57365 0.89865 0.0026 -0.0018 -0.0339
H -2.09523 -4.09340 0.22857 -0.0754 0.0162 0.0139
H -3.58193 -3.81946 -0.70081 0.0271 -0.0153 0.0077
H -2.87929 -2.47167 1.93853 -0.0682 0.0245 -0.0858
H -5.26872 -2.08746 0.08174 0.0163 0.0334 0.0530
H -4.89804 -1.04207 1.46404 0.0278 -0.0670 -0.0128
H -5.30866 -2.74747 1.72329 -0.0092 0.0352 -0.0395
H -2.05521 -1.84890 -0.74362 -0.0214 -0.1155 -0.0465
H -3.29322 -0.66647 -0.28947 -0.0550 -0.0004 -0.1647
```
Forces are in eV/Å.

Calculated values
- LUMO level (eV) = 2.624
- net charge = -1
- frontier orbital gap (eV) = 7.793
- energy relative to the best compared isomer or geometry (same formula, charge and spin) (kcal per mole) = 19.2



Entry 4:
Computed, not measured: one molecule with the formula C4H6N2, with wB97M-V/def2-TZVPD.

XYZ file:
```
12
Properties=species:S:1:pos:R:3:forces:R:3
C -1.62364 -0.22708 -0.23747 -0.0516 -0.0177 -0.0217
C -0.28904 0.39261 0.12159 0.0711 0.2808 -0.0854
C 0.90689 -0.49249 0.26257 -0.1482 0.0527 0.3238
C 2.20955 -0.35705 -0.34257 0.2356 0.1006 0.2415
N 2.17052 0.31827 0.70160 -0.1200 -1.0528 0.1457
N -0.11745 1.61880 0.40746 -0.3146 -0.1582 -0.2736
H -2.41055 0.17326 0.41226 0.1456 -0.0679 -0.1441
H -1.87457 0.03544 -1.27190 0.0336 -0.0805 0.1426
H -1.63350 -1.31933 -0.15648 0.0987 0.1896 0.0040
H 0.69249 -1.46682 0.72010 0.0852 0.4214 0.3160
H 2.96744 -0.80617 -0.96069 -0.0292 0.3394 -0.6046
H -0.99813 2.13057 0.34354 -0.0061 -0.0075 -0.0441
```
Forces are in eV/Å.

Calculated values
- LUMO level (eV) = 0.939
- frontier orbital gap (eV) = 10.576
- energy relative to the best compared isomer or geometry (same formula, charge and spin) (kcal per mole) = 67.9



no.,energy (eV)
1,-66180.593
2,-60126.816
3,-77703.660
4,-7222.646